[1]
The following is a quantum chemistry calculation of a cluster of 7 separate species, C17H53O22P5 in total, from OMol25.

XYZ file:
```
97
Properties=species:S:1:pos:R:3:forces:R:3:lowdin_charge:R:1
P 6.133107 1.826454 -6.241842 0.9 -0.7 0.7 0.474
P -0.170393 -5.173726 -1.506962 2.9 -0.4 -0.3 0.513
P -5.206753 3.153764 -2.386382 0.2 0.4 -0.5 0.511
P 2.394067 0.492544 1.575338 -0.4 -1.0 -0.6 0.383
P -3.722643 -4.195636 6.393208 -0.6 -0.8 -1.1 0.437
O 0.898367 -5.486846 -0.293012 -2.0 0.7 -0.7 -0.227
O -0.157303 -6.605756 -2.299312 -0.7 1.6 0.1 -0.233
O -3.979353 -5.541276 6.974318 0.4 1.8 -0.6 -0.238
O 1.292467 1.139274 0.610488 -0.4 -0.1 1.1 -0.223
O 4.268707 5.030914 4.204748 1.5 0.5 -1.3 -0.112
O 2.936367 -0.717156 0.672938 -1.0 -0.6 3.3 -0.219
O 5.397187 3.266594 -6.173332 0.6 -0.6 0.4 -0.239
O -4.030693 -2.937116 7.327448 0.0 -0.7 -1.6 -0.201
O -4.611733 -3.900646 5.066698 0.4 -0.5 1.8 -0.222
O -2.676633 4.800914 8.020558 0.4 -0.5 -0.1 -0.119
O -4.453403 1.882734 -3.041642 -1.3 1.0 0.9 -0.226
O 6.313917 1.516644 -7.836572 -0.7 -0.8 2.2 -0.201
O -5.493923 3.027894 -0.938702 0.1 0.0 -1.9 -0.234
O 7.656567 2.170534 -5.737072 -2.1 -0.1 -1.8 -0.230
O 5.509067 0.733884 -5.450432 0.3 1.3 -1.3 -0.243
O 0.813767 -4.209686 -2.447562 -0.6 -1.0 1.6 -0.244
O 3.456967 1.384714 1.984408 0.3 1.1 0.2 -0.216
O -6.513443 3.430964 -3.405842 2.7 0.3 1.0 -0.251
O -2.229193 -3.940246 5.833448 -1.2 0.9 2.0 -0.246
O -4.138343 4.337794 -2.777122 -0.3 -2.7 0.0 -0.218
O -1.469433 -4.637276 -1.088362 0.7 -0.4 -0.3 -0.231
O 1.602407 -0.186576 2.810168 0.5 -0.1 -1.4 -0.210
C 0.373547 -3.454146 -3.561382 -1.2 -0.6 -0.9 -0.114
C 6.989937 2.452884 -8.606712 0.7 1.9 -0.9 -0.149
C -7.499643 2.441164 -3.524092 -1.0 -1.2 1.0 -0.140
C -1.322383 -7.446436 -2.382462 -0.3 -0.3 1.1 -0.097
C 3.224837 5.099054 5.095018 -0.5 -0.5 0.9 -0.202
C -3.614303 -2.955606 8.660768 0.2 -0.2 1.6 -0.126
C 3.614197 -0.467466 -0.502692 -0.3 0.6 -1.9 -0.126
C -4.480053 5.669174 -2.925382 -1.6 1.5 0.3 -0.136
C 3.992877 3.341884 -6.463312 -0.2 -0.6 -0.5 -0.088
C 0.772277 0.621274 3.629638 -0.8 0.8 0.6 -0.116
C 0.117717 0.392754 0.198468 0.0 0.4 -0.4 -0.072
C 7.879867 2.450684 -4.372932 0.4 -0.2 0.8 -0.117
C -1.943773 3.677534 8.515478 -0.5 -0.2 0.4 -0.164
C -1.680823 -4.852636 4.927228 0.6 -0.1 -0.7 -0.116
C -4.276043 -2.982666 4.039468 -0.1 -0.2 -0.6 -0.104
C 2.245757 -5.838986 -0.524612 0.9 0.1 -1.4 -0.126
C -4.338383 1.766404 -4.456932 0.8 -0.5 -0.3 -0.108
H 8.555137 3.305264 -4.330382 -0.2 0.0 0.1 0.091
H -4.802863 0.840544 -4.796262 -0.2 0.0 0.2 0.089
H 0.842757 -2.485546 -3.733852 0.3 -0.1 0.9 0.085
H -0.235733 0.209024 3.675008 0.2 -0.4 0.1 0.087
H 2.805457 -0.471626 -1.233452 0.5 -0.1 -0.8 0.082
H 3.329887 4.195254 5.695198 -0.9 0.0 0.5 0.078
H -4.138783 -3.577246 3.136288 0.2 0.1 -0.1 0.090
H 2.929957 -5.013496 -0.328332 -0.3 0.2 0.5 0.087
H 6.505747 2.689644 -9.554132 -0.5 -0.5 0.0 0.089
H 2.277047 5.182714 4.563238 -0.4 -0.2 0.3 0.075
H -3.267623 1.655084 -4.627712 0.0 0.2 -0.3 0.091
H 8.000437 2.151854 -8.883062 0.1 -0.2 0.5 0.094
H -1.062233 3.401204 7.936998 0.1 0.3 -0.1 0.073
H -5.562903 5.692274 -2.802932 -0.1 0.8 -0.3 0.080
H -0.152223 -0.487516 0.781858 0.8 -0.2 0.1 0.090
H -2.585883 2.796754 8.519498 -0.2 0.1 -0.2 0.072
H -3.285653 -3.938646 8.997988 0.4 -0.1 -0.3 0.085
H 4.342877 -1.248136 -0.721072 -0.1 0.0 0.2 0.097
H 1.171337 0.739124 4.637098 0.2 -0.5 0.0 0.090
H -7.943793 2.378304 -4.517512 0.1 0.7 0.0 0.094
H 3.414927 3.953324 -5.770342 0.7 0.2 0.2 0.089
H -5.132643 -2.336476 3.847718 0.1 0.2 0.3 0.090
H 8.359767 1.585304 -3.915862 0.1 0.0 0.0 0.090
H -0.880093 -5.426426 5.393808 -0.3 -0.3 0.1 0.093
H -3.366753 -2.412606 4.230088 -0.1 0.0 0.2 0.087
H 0.317097 0.161614 -0.847912 -0.4 -0.3 0.1 0.086
H 4.228397 4.171144 3.779568 0.1 0.0 -0.2 0.077
H -0.772423 1.014614 0.293628 0.3 0.4 -0.2 0.089
H -1.785993 -7.492816 -3.367862 0.7 0.0 -0.2 0.088
H -4.061113 6.334174 -2.170162 0.3 -0.4 0.3 0.090
H 2.575857 -6.724406 0.018658 -0.5 0.1 0.3 0.091
H 6.999647 3.410334 -8.085852 0.4 0.1 0.0 0.081
H 0.557497 -4.002536 -4.485252 0.1 -0.3 0.0 0.084
H -2.477813 -5.471696 4.515308 0.4 -0.2 -0.2 0.093
H -1.193973 -4.226166 4.179818 -0.2 -0.3 -0.4 0.092
H -2.132323 -7.162236 -1.710642 0.2 0.6 0.1 0.078
H -0.706633 -3.327846 -3.488142 -0.1 0.3 -0.1 0.081
H 0.605047 1.651974 3.316908 0.4 0.0 -0.7 0.088
H 3.901337 3.747714 -7.470792 -0.2 -0.1 0.0 0.089
H -0.997883 -8.405176 -1.977962 0.0 -0.2 -0.6 0.089
H -4.450563 -2.759896 9.331928 -0.2 0.4 -0.3 0.091
H -8.235093 2.592624 -2.733992 -0.4 0.3 -0.3 0.092
H 3.321487 5.953084 5.765378 0.2 0.1 -0.2 0.079
H -7.183713 1.421094 -3.305582 0.8 -0.1 -0.1 0.084
H -4.745213 2.599334 -5.030372 0.0 0.1 0.3 0.090
H -2.840583 -2.201926 8.807118 0.0 -0.1 0.0 0.092
H 3.562577 2.342284 -6.402172 -0.1 0.0 -0.2 0.082
H -4.190283 6.106764 -3.880712 0.0 -0.5 -0.2 0.091
H 4.075477 0.517924 -0.568422 0.2 0.0 0.4 0.093
H -1.681053 3.830714 9.562188 0.3 0.2 0.0 0.071
H 6.971267 2.629594 -3.798022 -0.1 0.2 -0.2 0.087
H 2.401087 -6.024886 -1.587352 0.0 -0.3 -0.1 0.076
H -2.055613 5.358084 7.545688 -0.1 0.1 0.0 0.068
```
Forces are in eV/Å.

Computed properties:
- SMILES = COP(=O)(OC)OC.COP(=O)(OC)OC.COP(=O)(OC)OC.COP(=O)(OC)OC.COP(=O)(OC)OC.CO.CO
- E_LUMO (Eh) = 0.007



[2]
The following is a quantum chemistry calculation of an isolated molecule of C21H24N2O6S, from OMol25.

XYZ file:
```
54
Properties=species:S:1:pos:R:3:forces:R:3:lowdin_charge:R:1
S -1.297531 -0.223670 -2.864782 0.0 0.2 0.1 1.024
O -4.365222 0.407895 -0.473953 -0.1 0.0 -0.1 0.107
O -1.244871 2.254255 0.532055 -0.1 -0.2 -0.2 0.002
O -3.285192 -1.474012 -1.050425 0.2 -0.4 -0.2 -0.057
O -0.309853 -0.973622 1.857310 0.0 0.0 0.2 0.102
O 1.897958 -1.306468 -0.287942 0.3 0.4 0.0 -0.068
O -0.102559 2.880679 2.362625 0.0 0.1 0.1 0.146
N -0.674619 -0.440581 -0.290361 -0.4 -0.3 -0.1 0.127
N 1.277451 2.416862 -3.593669 0.2 0.2 -0.3 0.176
C 2.850488 0.837580 -0.338181 0.0 0.0 0.1 -0.104
C -2.881336 -3.044983 0.748741 -0.1 0.3 -0.3 -0.053
C -3.918454 -2.227666 -0.003959 -0.4 -0.2 0.5 -0.189
C -0.090619 -0.234667 0.924702 0.0 0.1 0.1 -0.413
C 1.972118 -2.700630 -0.047807 0.0 -0.5 0.2 -0.216
C 0.990248 1.816289 -2.658650 -0.1 0.2 -0.5 -0.218
C 3.032990 -0.554308 -0.326814 0.3 0.2 -0.1 -0.194
C -2.226182 3.275691 0.760554 -0.3 0.4 0.3 -0.189
C -3.599942 -0.189827 -1.182577 -0.1 0.4 0.0 -0.549
C 2.294281 -3.023898 1.406254 -0.1 0.2 -0.3 -0.047
C 5.414932 -0.226168 -0.472456 0.0 0.1 0.0 -0.075
C 1.470894 1.452849 -0.247875 0.1 -0.2 0.0 -0.142
C -0.251586 2.160625 1.415605 0.3 -0.1 0.2 -0.451
C 0.719670 1.040855 1.035833 -0.1 0.2 0.2 -0.043
C 0.656756 1.130631 -1.480422 -0.4 -0.5 0.7 -0.198
C 3.959307 1.663894 -0.431064 0.0 -0.1 0.0 -0.019
C -2.911643 0.467836 -2.360477 0.5 -0.1 0.0 -0.314
C -3.357305 2.763060 1.636672 0.3 -0.1 -0.2 -0.046
C 4.323044 -1.070790 -0.385102 -0.3 -0.3 0.0 -0.012
C 5.239261 1.144110 -0.499212 0.2 0.0 0.0 -0.082
C -0.341501 0.230904 -1.438989 0.1 0.2 -0.6 -0.484
H 6.089037 1.804538 -0.568810 0.1 0.1 0.0 0.103
H 4.488521 -2.136076 -0.372601 0.0 -0.1 0.0 0.107
H -2.589191 3.550920 -0.231817 0.1 0.0 0.1 0.124
H -1.732389 4.133022 1.228495 -0.1 -0.1 -0.2 0.122
H 1.546087 -2.571255 2.052357 0.0 0.0 0.1 0.066
H -4.438962 -1.532352 0.661232 0.1 -0.2 -0.1 0.123
H -2.966815 2.449748 2.602066 0.0 0.0 0.1 0.083
H -3.853351 1.922324 1.158421 0.0 0.0 0.0 0.051
H -4.651875 -2.881121 -0.486575 0.1 0.1 0.0 0.130
H 3.272384 -2.637107 1.682492 0.1 0.0 0.1 0.073
H -1.281230 -1.247218 -0.386970 0.1 0.2 0.1 0.119
H 1.425222 0.936352 1.864859 -0.2 0.0 -0.1 0.177
H 0.971781 -3.066328 -0.295736 0.1 0.0 0.0 0.123
H 2.686156 -3.172468 -0.732929 -0.1 0.1 0.0 0.118
H 2.285195 -4.100344 1.552094 0.0 -0.1 0.0 0.081
H -3.389157 -3.689532 1.460414 0.0 -0.1 0.1 0.084
H -3.547753 0.343590 -3.238922 0.0 0.0 0.0 0.096
H -2.192273 -2.406815 1.299534 0.0 0.0 0.0 0.058
H -2.320205 -3.668780 0.056117 0.1 -0.1 0.0 0.082
H -2.795221 1.532540 -2.158298 -0.1 -0.1 0.0 0.093
H 1.611339 2.540844 -0.213660 0.0 -0.2 0.0 0.161
H 6.406899 -0.649321 -0.520986 0.1 0.0 0.0 0.106
H 3.815973 2.734362 -0.447454 -0.1 0.1 0.0 0.119
H -4.081154 3.557762 1.791038 -0.1 0.1 0.0 0.082
```
Forces are in eV/Å.

Computed properties:
- SMILES = CCOC(=O)CSC1=C(C#N)[C@H](c2ccccc2OCC)[C@@H](C(=O)OCC)C(=O)N1
- E_LUMO (Eh) = 0.006



Here are the calculated HOMO energy numbers, same order: -9.998; -8.774 (eV).
Here are the calculated energy relative to the best compared isomer or geometry (same formula, charge and spin) numbers, same order: 344.2; 91.8 (kJ/mol).
Here are the calculated E_tot numbers, same order: -109985.5028; -48267.6042 (eV).